Here is a 2-piece molecular cluster, C2H4ClN overall from the Open Molecules 2025 dataset. Energies are from wB97M-V/def2-TZVPD.

Summary:
HOMO level = -9.2 eV
Lowest unoccupied orbital energy = -0.0096 Ha
Charge = 0
Frontier orbital gap = 8.975 eV
ΔE to the lowest compared entry with this formula, charge and spin = 47.13 kcal per mole

Structure (XYZ):
```
8
Properties=species:S:1:pos:R:3:mulliken_charge:R:1
Cl 2.92 -0.24 0.37 -0.589
N 0.08 0.83 -0.24 -0.170
C -0.41 -0.51 -0.02 -0.459
C 1.04 1.46 0.01 0.152
H 0.52 -1.00 0.45 0.218
H -1.03 -0.93 -0.89 0.249
H 1.53 2.42 0.18 0.357
H -1.15 -0.41 0.81 0.244
```

Here is the molecule C2H4OS3 from the Open Molecules 2025 dataset. Energies are from wB97M-V/def2-TZVPD.

Summary:
HOMO level = -9.0 eV
Lowest unoccupied orbital energy = 0.0171 Ha
Charge = 0
SMILES = O=CC(S)(S)S
Frontier orbital gap = 9.495 eV
ΔE to the lowest compared entry with this formula, charge and spin = 39.95 kcal per mole

Structure (XYZ):
```
10
Properties=species:S:1:pos:R:3:mulliken_charge:R:1
S 0.89 0.36 -1.93 -0.154
S -1.05 -1.43 -0.72 -0.110
S -1.43 1.52 -0.49 -0.190
O 0.20 0.48 1.95 -0.348
C -0.31 0.19 -0.60 0.153
C 0.61 0.10 0.93 0.001
H -1.00 -1.65 0.61 0.153
H 1.66 -0.44 0.84 0.200
H -1.33 1.54 0.85 0.153
H 1.77 -0.66 -1.44 0.144
```

Here is a 14-piece molecular cluster, H28O14 overall from the Open Molecules 2025 dataset. Energies are from wB97M-V/def2-TZVPD.

Summary:
HOMO level = -10.3 eV
Lowest unoccupied orbital energy = -0.0161 Ha
Charge = 0
Frontier orbital gap = 9.868 eV
ΔE to the lowest compared entry with this formula, charge and spin = 113.40 kcal per mole

Structure (XYZ):
```
42
Properties=species:S:1:pos:R:3:mulliken_charge:R:1
O -2.58 2.16 3.41 -0.587
O 2.19 0.46 -4.04 -0.591
O -0.93 2.50 -2.86 -0.513
O -0.43 -3.06 -1.35 -0.567
O 0.02 0.27 0.54 -0.260
O -0.10 2.01 3.93 -0.571
O 3.21 -0.57 3.17 -0.572
O 3.56 -1.25 0.53 -0.570
O -3.88 -0.53 2.74 -0.599
O -1.12 -0.62 -4.18 -0.555
O -3.05 0.48 -0.78 -0.591
O 1.51 3.17 -1.43 -0.570
O 0.06 -2.71 2.45 -0.618
O 2.25 -2.97 -1.20 -0.568
H 0.69 -2.98 1.68 0.337
H -2.31 2.15 2.48 0.300
H 2.43 0.01 2.85 0.264
H -2.55 -0.24 -0.46 0.260
H -1.85 0.01 -4.18 0.284
H 3.65 0.09 3.68 0.291
H 3.02 -0.69 -0.03 0.260
H -1.27 -1.04 -3.27 0.276
H -1.80 2.74 -2.67 0.274
H 0.34 -3.10 -1.88 0.365
H -2.76 3.10 3.68 0.284
H -4.52 -0.07 3.41 0.332
H -0.68 -2.59 1.85 0.271
H 2.86 -2.97 -1.96 0.275
H -3.75 0.24 2.21 0.252
H -0.49 1.16 4.04 0.316
H -0.30 1.10 0.38 0.242
H 0.64 3.40 -0.96 0.298
H 0.82 1.65 4.00 0.267
H -0.77 -2.16 -1.32 0.204
H -3.81 0.03 -1.26 0.314
H 2.10 -3.88 -1.17 0.301
H 4.44 -1.26 0.11 0.275
H 2.26 -0.53 -3.97 0.291
H -0.50 -0.39 0.10 0.091
H 2.10 3.89 -1.32 0.268
H -0.91 2.26 -3.78 0.261
H 2.23 0.72 -3.16 0.279
```

Here is a 20-piece molecular cluster, C44H82Cl16F2O36 overall from the Open Molecules 2025 dataset. Energies are from wB97M-V/def2-TZVPD.

Summary:
HOMO level = -10.4 eV
Lowest unoccupied orbital energy = 0.0092 Ha
Charge = 0
Frontier orbital gap = 10.664 eV

Structure (XYZ):
```
180
Properties=species:S:1:pos:R:3:mulliken_charge:R:1
Cl -1.22 3.78 -6.55 -0.133
Cl -3.20 -0.86 3.19 -0.129
Cl -1.35 1.35 3.73 -0.042
Cl 3.52 -3.14 0.52 0.015
Cl -1.96 -6.30 -0.59 -0.084
Cl 1.10 2.44 -5.09 -0.053
Cl 0.43 -3.62 3.47 -0.005
Cl -4.47 -1.90 -2.62 -0.170
Cl -3.07 -6.63 1.98 -0.151
Cl -2.12 -0.51 -3.89 -0.012
Cl -8.67 -3.38 2.36 -0.162
Cl -7.16 -1.88 0.37 -0.095
Cl -6.93 3.03 0.05 -0.183
Cl 5.10 -3.50 3.02 -0.150
Cl -4.96 0.96 0.07 -0.049
Cl 1.85 -1.67 5.11 -0.230
F -0.61 -6.66 4.91 -0.186
F -2.59 -1.41 7.02 -0.295
O 3.66 1.72 2.45 -0.460
O -4.51 3.58 -2.72 -0.052
O 0.08 -5.40 -3.55 -0.606
O -4.07 4.93 -4.54 -0.656
O 6.61 -0.08 0.11 -0.335
O 4.93 3.26 1.67 -0.387
O 7.95 1.63 -0.21 -0.279
O -0.64 4.79 5.33 -0.187
O 3.57 5.13 -1.98 -0.442
O 8.70 0.05 1.21 -0.644
O 5.63 4.89 -2.60 -0.378
O 2.66 3.60 1.60 -0.624
O 0.75 -4.20 7.88 -0.537
O -7.33 -4.86 -3.75 -0.320
O -0.42 0.36 -0.55 -0.033
O 5.47 -0.49 -4.12 -0.659
O -0.73 -2.61 7.66 -0.349
O -1.40 6.32 -0.53 -0.405
O 2.02 -7.12 1.84 -0.593
O -5.14 -5.46 -3.65 -0.584
O 0.40 -1.06 1.08 -0.366
O 3.66 -0.05 -5.34 -0.290
O 0.52 -7.89 3.50 -0.291
O 2.24 -6.53 4.04 -0.272
O -1.59 5.55 1.40 -0.305
O -0.90 -4.35 6.38 -0.190
O -2.21 4.23 -0.30 -0.432
O 0.33 6.67 5.99 -0.577
O 1.07 -3.99 -2.00 0.138
O 0.26 -3.20 -3.81 0.190
O -6.30 -4.77 -1.76 -0.199
O -5.27 5.52 -2.68 -0.246
O -1.42 -1.48 -0.16 0.181
O 3.32 -1.03 -3.34 -0.053
O -1.80 6.69 5.07 -0.266
O 4.17 3.08 -2.89 -0.437
C 4.41 4.24 -2.49 0.704
C 5.42 4.34 0.88 -0.333
C -2.02 -7.36 0.85 0.066
C 1.66 -6.92 5.29 -0.213
C -8.10 -3.42 0.72 -0.011
C -7.35 -4.83 -5.24 -0.636
C -5.52 6.88 -3.09 -0.756
C 0.34 -7.54 4.85 0.371
C -1.34 6.28 -1.97 0.165
C 3.65 2.91 1.88 0.999
C -6.20 -5.11 -3.14 0.746
C 0.48 3.95 5.80 -0.514
C -1.87 8.12 5.02 -0.749
C -2.72 0.74 2.69 0.179
C -3.89 2.45 -3.21 -0.784
C 2.26 4.61 -1.72 -0.247
C 1.97 -0.86 -3.42 0.657
C 1.35 -5.03 -1.09 -0.464
C 4.76 -4.12 1.34 -0.516
C -1.82 5.28 0.15 0.809
C -0.59 6.09 5.45 0.724
C -5.27 2.70 0.47 0.192
C -0.24 2.28 -6.33 -0.290
C 7.80 0.48 0.46 0.585
C -2.83 -2.07 -3.42 -0.112
C -1.94 -3.51 6.10 -0.599
C 1.59 -7.20 3.03 0.549
C 4.25 -0.50 -4.26 0.651
C -5.17 -4.92 -0.87 -0.639
C -0.38 -0.75 0.14 0.239
C 0.64 1.30 -0.45 -0.348
C 2.51 1.05 2.84 0.657
C -2.09 4.57 2.39 -0.003
C 0.46 -4.34 -3.17 0.427
C -1.51 -2.13 6.60 0.742
C 5.59 0.43 -0.73 0.209
C 6.74 4.19 -3.09 -0.168
C 2.05 -2.82 3.77 0.219
C -0.26 -3.24 -5.19 -0.736
C -1.44 -2.84 0.25 0.088
C -0.16 -3.72 7.33 0.615
C -4.58 4.71 -3.42 0.735
C 9.14 2.41 -0.16 -0.804
C 4.29 0.69 -6.37 -0.762
H 1.64 -4.81 -0.06 -0.127
H -5.14 2.91 1.53 0.254
H -3.71 2.51 -4.28 0.444
H 1.79 -6.02 5.89 0.105
H -4.63 7.44 -2.79 0.289
H 1.64 1.43 2.31 -0.098
H 2.58 -0.03 2.76 -0.527
H 3.71 1.59 -6.56 0.239
H 1.51 -1.54 -2.69 -0.361
H 6.37 3.58 -3.91 0.235
H -1.28 8.66 4.28 0.297
H 2.17 4.76 -0.64 0.339
H 0.32 -3.83 -5.91 0.379
H 0.44 -5.63 -1.03 0.147
H -1.01 7.24 -2.36 0.304
H 5.61 -4.28 0.69 0.429
H 4.30 -5.11 1.22 0.269
H -4.75 3.33 -0.27 -0.273
H 1.83 0.16 -3.06 -0.017
H -0.68 -3.10 0.99 -0.246
H 7.59 4.84 -3.33 0.231
H 1.45 -1.03 -4.36 0.030
H 9.32 2.58 0.90 0.336
H -4.21 -4.81 -1.37 0.177
H -3.14 -2.60 -4.32 0.539
H 1.59 0.79 -0.55 0.275
H 9.12 3.36 -0.70 0.268
H -7.31 -5.84 -5.66 0.306
H -0.64 5.47 -2.19 -0.076
H -2.27 6.00 -2.46 -0.267
H 4.43 -0.04 -7.17 0.288
H -5.58 7.06 -4.16 0.333
H -2.23 4.90 3.42 0.256
H -5.20 -4.14 -0.10 0.192
H -2.93 2.31 -2.70 0.213
H -2.43 0.56 1.66 -0.274
H 6.04 5.00 1.50 0.387
H 5.91 0.56 -1.76 0.221
H 2.11 -5.65 -1.56 0.397
H 0.36 1.87 -1.33 0.055
H 2.27 -7.57 5.91 0.217
H -7.43 -4.25 0.51 -0.009
H -2.22 -8.36 0.47 0.424
H 5.30 1.37 -0.26 0.002
H 2.38 1.27 3.90 0.290
H 6.21 3.98 0.22 -0.106
H 0.56 3.88 6.89 0.329
H 2.70 -3.56 4.23 0.352
H -1.54 8.48 6.00 0.321
H -1.06 -7.43 1.35 -0.267
H -8.26 -4.34 -5.58 0.250
H 1.97 3.61 -2.04 0.167
H 4.70 4.80 0.21 0.240
H 2.50 -2.22 2.97 -0.339
H -2.87 8.55 4.93 0.280
H 0.77 1.98 0.40 0.152
H -2.39 -3.34 0.43 0.353
H -3.07 4.20 2.10 -0.042
H -3.59 1.40 2.80 0.237
H -1.49 3.66 2.40 -0.051
H -8.98 -3.36 0.08 0.290
H -5.18 -5.87 -0.33 0.428
H -2.21 -2.68 -2.76 -0.360
H -4.61 1.66 -3.03 0.276
H 5.29 1.10 -6.19 0.324
H -0.95 -3.42 -0.54 -0.363
H -2.76 -3.97 6.64 0.339
H -0.95 -1.67 5.79 0.073
H -0.03 -8.40 5.41 0.300
H 4.87 -0.39 -0.82 0.047
H 0.58 3.01 5.25 -0.008
H -6.48 -4.33 -5.66 0.278
H 0.35 2.06 -7.22 0.371
H -0.83 1.43 -5.98 0.093
H -2.22 -3.53 5.05 0.209
H 1.39 4.48 5.50 0.354
H -6.37 7.30 -2.55 0.258
H 10.03 1.95 -0.58 0.337
H -1.30 -3.50 -5.00 0.242
H 1.50 5.29 -2.10 0.093
H 6.95 3.54 -2.24 -0.077
H -0.21 -2.28 -5.70 0.143
```